{"formula": "C3H4OS2", "method": "the ωB97M-V functional and the def2-TZVPD basis", "energy_ev": -26889.658, "homo_lumo_gap_ev": [6.822, 7.392], "charge": 0, "de_lowest_ev": 4.2306, "lumo_energy_ha": [-0.082, -0.073], "homo_ha": [-0.3323, -0.3444], "elements": ["C", "C", "C", "O", "S", "S", "H", "H", "H", "H"], "xyz": [[0.8562, -0.2994, 0.0572], [-0.5738, 0.2647, 0.2167], [-1.7773, -0.1366, -0.1639], [1.7597, 0.7728, -0.0640], [-3.2410, 0.7710, -0.0085], [3.3575, 0.3838, -0.0073], [0.8843, -0.9269, -0.9167], [1.2346, -0.9637, 0.9811], [-0.5097, 1.1472, 0.7043], [-1.9904, -1.0128, -0.7989]]}